#one
C2H3Cl2N | ωB97M-V with the def2-TZVPD basis set

Last column: Löwdin charge in e.
Positions of all 8 atoms, in Å:
H: 0.392 1.761 -0.828  0.030
N: -0.336 1.679 -0.193  0.105
C: -0.438 0.499 0.220  -0.819
Cl: -1.828 0.169 1.288  0.614
C: 0.399 -0.778 0.134  -0.494
Cl: 0.472 -1.201 -1.667  0.518
H: -0.019 -1.544 0.619  0.000
H: 1.359 -0.587 0.427  0.045

The value obtained for the HOMO energy is -10.89 eV. As for the SMILES: [H]/N=C(/Cl)CCl. Its charge is 0.



#two
C2H3Cl2N | ωB97M-V with the def2-TZVPD basis set

Last column: Löwdin charge in e.
Positions of all 8 atoms, in Å:
C: -0.192 0.409 -0.477  -1.065
C: -0.165 -0.434 0.789  -0.324
N: 0.899 -0.982 1.049  0.090
Cl: -0.771 1.968 -0.333  0.578
Cl: -1.284 0.228 -1.982  0.423
H: 0.854 0.202 -0.785  0.060
H: -1.078 -0.571 1.392  0.123
H: 1.736 -0.821 0.347  0.115

The value obtained for the HOMO energy is -9.87 eV. Its charge is 0.



#three
C2H3Cl2N | ωB97M-V with the def2-TZVPD basis set

Last column: Löwdin charge in e.
Positions of all 8 atoms, in Å:
C: -0.730 -0.627 0.615  -1.157
C: 0.719 0.504 -0.174  -0.134
N: 1.282 1.108 -1.149  0.097
Cl: -0.472 -2.252 0.079  0.560
Cl: -2.260 0.054 0.254  0.558
H: -0.519 -0.484 1.649  0.010
H: 1.091 0.431 0.783  0.021
H: 0.888 1.266 -2.057  0.044

The value obtained for the HOMO energy is -8.89 eV. Its charge is 0.



#four
C2H3Cl2N | ωB97M-V with the def2-TZVPD basis set

Last column: Löwdin charge in e.
Positions of all 8 atoms, in Å:
Cl: 2.231 -0.609 0.039  0.667
C: 0.665 -0.085 0.415  -0.861
N: 0.065 0.917 -0.395  -0.038
C: -0.512 -0.455 -0.432  -0.763
Cl: -2.119 -0.761 0.091  0.638
H: 0.359 0.067 1.643  0.183
H: -0.356 1.672 0.096  0.085
H: -0.332 -0.746 -1.457  0.091

The value obtained for the HOMO energy is -10.02 eV. As for the SMILES: Cl[C@H]1N[C@@H]1Cl. Its charge is 0.



Tell me which of them is the least stable. Sure, it is #three.



#one
C4H14NO2 | ωB97M-V with the def2-TZVPD basis set

Last column: Löwdin charge in e.
Positions of all 21 atoms, in Å:
C: 1.409 1.478 0.282  -0.195
O: 1.504 1.020 1.620  -0.049
C: 0.503 0.482 -0.439  -0.277
C: 1.210 -0.839 -0.728  -0.194
C: 0.337 -1.853 -1.452  -0.074
N: -0.692 0.253 0.443  0.205
H: 1.012 2.498 0.264  0.132
H: 2.366 1.494 -0.233  0.135
H: 2.303 1.377 2.025  0.118
H: 0.110 0.916 -1.348  0.159
H: 2.043 -0.552 -1.363  0.127
H: 1.587 -1.249 0.216  0.130
H: 0.833 -2.815 -1.527  0.089
H: -0.598 -2.028 -0.927  0.062
H: 0.092 -1.495 -2.454  0.092
H: -0.389 -0.010 1.393  0.170
H: -1.226 -0.563 0.135  0.133
H: -1.353 1.031 0.521  0.153
H: -3.987 0.568 1.864  0.069
H: -3.765 0.014 0.452  0.061
O: -3.299 0.271 1.256  -0.044

The value obtained for the HOMO energy is -14.80 eV. Its charge is +1.



#two
C4H14NO2 | ωB97M-V with the def2-TZVPD basis set

Last column: Löwdin charge in e.
Positions of all 21 atoms, in Å:
C: -2.493 -0.361 -0.048  -0.023
C: -0.993 -0.353 -0.341  -0.317
C: -0.623 0.685 -1.418  -0.128
C: 0.831 1.137 -1.406  -0.177
O: 1.662 0.038 -0.904  -0.101
N: -0.231 -0.017 0.938  0.225
H: -2.689 -0.855 0.905  0.093
H: -2.853 0.646 -0.114  0.081
H: -2.978 -0.944 -0.823  0.099
H: -0.608 -1.336 -0.633  0.156
H: -1.315 1.514 -1.299  0.120
H: -0.845 0.273 -2.395  0.131
H: 1.022 1.957 -0.708  0.126
H: 1.209 1.392 -2.386  0.128
H: 2.101 -0.411 -1.629  0.109
H: 0.763 0.082 0.689  0.118
H: -0.295 -0.803 1.572  0.164
H: -0.598 0.810 1.403  0.178
H: 3.423 -0.803 3.411  0.046
H: 2.814 -1.764 2.402  0.038
O: 2.696 -0.887 2.785  -0.066

The value obtained for the HOMO energy is -14.86 eV. Its charge is +1.



#three
C4H14NO2 | ωB97M-V with the def2-TZVPD basis set

Last column: Löwdin charge in e.
Positions of all 21 atoms, in Å:
C: 0.930 -0.874 -0.475  -0.150
N: -0.253 -0.273 0.199  0.020
C: 0.336 0.869 0.958  -0.187
C: 1.375 1.421 0.083  -0.153
C: 1.831 0.251 -0.842  -0.153
H: 0.649 -1.519 -1.232  0.111
H: 1.438 -1.396 0.333  0.141
H: -0.966 0.164 -0.444  0.136
H: -0.662 -1.049 1.034  0.215
H: -0.590 1.416 1.063  0.133
H: 0.650 0.630 1.949  0.126
H: 2.236 1.851 0.758  0.170
H: 0.781 2.137 -0.499  0.118
H: 1.716 0.524 -1.960  0.142
H: 2.901 0.102 -0.692  0.119
H: -2.331 0.944 -2.519  0.054
H: -0.838 1.060 -2.256  0.052
O: -1.711 1.296 -1.899  -0.022
H: -1.978 -1.839 2.716  0.096
H: -1.550 -3.277 1.963  0.112
O: -1.603 -2.275 1.905  -0.079

The value obtained for the HOMO energy is -15.51 eV. Its charge is +1.



#four
C4H14NO2 | ωB97M-V with the def2-TZVPD basis set

Last column: Löwdin charge in e.
Positions of all 21 atoms, in Å:
O: -1.482 -0.014 -1.711  -0.069
C: -1.769 0.110 -0.307  -0.177
C: -0.560 -0.500 0.404  -0.290
N: 0.529 0.588 0.376  0.027
C: 1.881 0.047 0.636  -0.016
C: -0.947 -0.921 1.841  -0.016
H: -1.696 0.728 -2.293  0.108
H: -2.498 -0.714 -0.168  0.147
H: -2.011 1.129 -0.026  0.142
H: -0.167 -1.391 -0.089  0.161
H: 0.474 0.954 -0.603  0.140
H: 0.356 1.302 1.080  0.181
H: 1.867 -0.646 1.485  0.105
H: 2.610 0.826 0.721  0.105
H: 2.138 -0.665 -0.156  0.102
H: -1.196 -1.972 1.816  0.095
H: -0.153 -0.631 2.541  0.086
H: -1.832 -0.369 2.180  0.094
H: 1.862 1.255 -2.958  0.084
H: 0.869 0.272 -2.534  0.039
O: 1.724 0.611 -2.235  -0.048

The value obtained for the HOMO energy is -14.86 eV. Its charge is +1.



Tell me which of them is the least stable. Sure, it is #three.



#one
C4H14NO2 | ωB97M-V with the def2-TZVPD basis set

Last column: Löwdin charge in e.
Positions of all 21 atoms, in Å:
C: -1.078 0.952 1.214  -0.036
C: -0.137 0.019 0.419  -0.303
C: 1.311 0.393 0.830  -0.128
C: 2.263 -0.720 0.417  -0.225
O: 2.008 -1.108 -0.939  -0.073
N: -0.297 0.404 -1.038  0.218
H: -2.125 0.654 1.223  0.084
H: -0.978 1.980 0.855  0.093
H: -0.780 0.999 2.259  0.090
H: -0.377 -1.019 0.610  0.158
H: 1.582 1.296 0.262  0.131
H: 1.404 0.675 1.872  0.127
H: 3.333 -0.653 0.615  0.132
H: 2.049 -1.592 1.051  0.127
H: 2.774 -0.866 -1.469  0.109
H: 0.569 0.089 -1.484  0.133
H: -1.170 0.017 -1.412  0.128
H: -0.323 1.417 -1.056  0.157
H: -2.974 -1.286 -2.060  0.049
H: -3.984 -0.832 -0.934  0.065
O: -3.071 -0.820 -1.235  -0.036

The value obtained for the HOMO energy is -14.76 eV. Its charge is +1.



#two
C4H14NO2 | ωB97M-V with the def2-TZVPD basis set

Last column: Löwdin charge in e.
Positions of all 21 atoms, in Å:
C: 2.385 0.047 0.597  -0.098
C: 1.415 0.611 -0.425  -0.236
C: -0.046 0.714 0.027  -0.189
C: -1.768 -0.858 -0.065  0.210
N: -0.495 -0.692 0.280  0.099
H: 3.347 0.380 0.257  0.075
H: 2.364 -0.955 0.692  0.023
H: 2.356 0.607 1.618  0.127
H: 1.344 -0.136 -1.229  0.118
H: 1.820 1.584 -0.752  0.130
H: -0.681 1.260 -0.721  0.125
H: -0.124 1.406 0.982  0.147
H: -2.301 -0.017 -0.492  0.125
H: -2.169 -1.806 -0.184  0.066
H: 0.146 -1.442 0.527  0.164
H: -1.451 -3.950 -1.833  0.051
H: -0.938 -3.683 -0.342  0.050
O: -0.987 -3.368 -1.249  -0.043
H: -1.231 3.794 1.499  0.053
H: -1.725 3.347 0.010  0.034
O: -1.261 3.157 0.800  -0.033

The value obtained for the HOMO energy is -15.03 eV. Its charge is +1.



Tell me which of them is the least stable. Sure, it is #two.



#one
C4H14NO2 | ωB97M-V with the def2-TZVPD basis set

Last column: Löwdin charge in e.
Positions of all 21 atoms, in Å:
C: 0.738 1.147 -0.770  -0.212
O: 0.114 2.430 -0.817  -0.046
C: -0.333 0.101 -0.741  -0.262
C: 0.229 -1.308 -0.794  -0.197
C: -0.868 -2.382 -0.760  -0.071
N: -1.039 0.365 0.613  0.225
H: 1.494 1.084 -1.556  0.144
H: 1.372 1.085 0.127  0.129
H: 0.673 3.104 -0.411  0.110
H: -1.124 0.273 -1.470  0.164
H: 0.850 -1.356 -1.688  0.130
H: 0.870 -1.425 0.076  0.107
H: -0.497 -3.356 -1.050  0.084
H: -1.267 -2.438 0.260  0.072
H: -1.740 -2.053 -1.329  0.082
H: -0.387 0.222 1.399  0.106
H: -1.906 -0.125 0.806  0.166
H: -1.253 1.368 0.575  0.157
H: 1.340 -1.118 2.963  0.067
H: 1.335 0.445 2.953  0.073
O: 1.004 -0.347 2.517  -0.029

The value obtained for the HOMO energy is -14.84 eV. Its charge is +1.



#two
C4H14NO2 | ωB97M-V with the def2-TZVPD basis set

Last column: Löwdin charge in e.
Positions of all 21 atoms, in Å:
C: 0.586 -0.511 1.532  -0.139
O: -0.859 -0.298 1.762  -0.049
C: 1.106 0.270 0.444  0.184
C: 2.492 0.006 0.006  -0.173
C: 2.747 0.298 -1.544  -0.020
N: -2.828 1.081 -1.638  0.002
H: 0.990 -0.337 2.565  0.213
H: 0.799 -1.582 1.366  0.166
H: -0.917 0.634 1.512  0.097
H: 0.874 1.356 0.441  0.178
H: 3.349 0.365 0.583  0.170
H: 2.489 -1.090 -0.016  0.120
H: 3.730 -0.146 -1.675  0.089
H: 1.989 -0.220 -2.116  0.087
H: 2.828 1.386 -1.607  0.090
H: -3.116 2.051 -1.714  0.008
H: -3.521 0.555 -1.105  0.004
H: -2.872 0.672 -2.566  0.007
H: -3.784 -2.131 1.352  0.040
H: -2.594 -1.092 1.354  -0.024
O: -3.487 -1.267 1.065  -0.051

The value obtained for the HOMO energy is -12.89 eV. Its charge is +1.



Tell me which of them is the least stable. Sure, it is #two.



#one
C3H7O3 | ωB97M-V with the def2-TZVPD basis set

Last column: Löwdin charge in e.
Positions of all 13 atoms, in Å:
C: -1.025 1.185 -0.603  -0.361
O: -1.716 0.171 0.190  -0.167
C: -0.350 0.543 -1.765  -0.137
H: -1.849 1.904 -0.927  0.104
H: -0.358 1.811 -0.014  0.084
H: -0.993 -0.513 0.440  0.037
H: -0.919 -0.367 -2.079  0.083
H: -0.189 1.209 -2.650  0.062
H: 0.682 0.242 -1.405  0.068
O: 1.619 0.327 0.824  -0.088
C: 1.314 -0.831 1.081  -0.597
O: 0.347 -1.530 0.558  -0.181
H: 1.997 -1.415 1.782  0.094

The value obtained for the HOMO energy is -4.63 eV. Its charge is -1.



#two
C3H7O3 | ωB97M-V with the def2-TZVPD basis set

Last column: Löwdin charge in e.
Positions of all 13 atoms, in Å:
C: -2.589 -0.550 -1.163  -0.264
O: -1.440 0.072 -1.579  -0.176
H: -0.541 -0.210 -1.223  0.041
H: -2.869 -1.649 -1.383  0.070
H: -3.407 -0.056 -1.768  0.062
H: -2.637 -0.318 0.000  0.105
C: 2.416 0.859 1.171  -0.031
C: 1.359 -0.253 0.775  -0.738
O: 0.887 -0.284 -0.375  -0.086
O: 1.041 -1.043 1.695  -0.098
H: 3.305 0.712 0.745  -0.004
H: 2.458 0.966 2.315  0.087
H: 2.019 1.755 0.790  0.032

The value obtained for the HOMO energy is -4.18 eV. Its charge is -1.



#three
C3H7O3 | ωB97M-V with the def2-TZVPD basis set

Last column: Löwdin charge in e.
Positions of all 13 atoms, in Å:
C: 0.243 -0.222 2.070  -0.270
O: 1.347 0.240 1.367  -0.277
H: 1.251 -0.246 0.310  0.044
H: -0.382 -0.589 1.259  0.035
H: -0.290 0.704 2.543  0.087
H: 0.545 -0.997 2.741  0.043
C: -0.955 0.489 -1.300  -0.037
C: 0.240 -0.342 -1.749  -0.699
O: 0.925 -0.841 -0.806  -0.071
O: 0.771 -0.107 -2.859  -0.060
H: -1.474 0.955 -2.199  0.085
H: -0.696 1.261 -0.676  0.030
H: -1.524 -0.307 -0.702  0.089

The value obtained for the HOMO energy is -4.64 eV. Its charge is -1.



Tell me which of them is the least stable. Sure, it is #three.



#one
C3H8N2S | ωB97M-V with the def2-TZVPD basis set

Last column: Löwdin charge in e.
Positions of all 14 atoms, in Å:
H: 0.515 -0.828 2.160  0.078
N: 0.811 -0.397 1.263  0.122
C: 0.014 -0.491 0.347  -0.596
C: -1.289 -1.238 0.557  -0.203
C: -2.288 -0.339 1.234  -0.110
N: 0.162 0.079 -0.913  -0.387
S: 1.517 1.052 -1.258  0.738
H: -1.647 -1.505 -0.441  0.106
H: -1.144 -2.117 1.138  0.102
H: -3.230 -0.902 1.412  0.085
H: -2.481 0.623 0.725  0.086
H: -2.000 -0.067 2.213  0.053
H: -0.668 0.325 -1.388  0.062
H: 0.947 2.262 -0.968  -0.137

The value obtained for the HOMO energy is -9.08 eV. As for the SMILES: [H]/N=C(\CC)NS. Its charge is 0.



#two
C3H8N2S | ωB97M-V with the def2-TZVPD basis set

Last column: Löwdin charge in e.
Positions of all 14 atoms, in Å:
C: -0.128 -0.585 1.520  -0.098
C: 0.403 0.491 0.431  -0.434
C: -0.286 0.067 -0.963  -0.274
H: -1.049 -0.346 2.025  0.032
H: 0.661 -0.602 2.455  0.104
H: -0.182 -1.528 0.668  0.142
H: 0.272 1.649 0.579  0.144
H: 2.273 0.086 1.420  0.094
H: 2.541 0.602 -0.163  0.078
H: 0.684 -0.436 -1.796  0.188
H: -3.416 0.247 -2.557  -0.073
N: 1.861 0.002 0.401  -0.077
N: -1.652 0.370 -1.187  -0.415
S: -1.982 -0.017 -2.834  0.589

The value obtained for the HOMO energy is -8.59 eV. Its charge is 0.



Tell me which of them is the least stable. Sure, it is #two.